Computed, not measured: the molecule C3H7NO at a distorted geometry, with ωB97M-V/def2-TZVPD.

Properties
HOMO-LUMO gap   9.67 eV
Relative energy (zero: lowest compared OMol25 entry of this formula, charge and spin)   324.4 kJ/mol
Structure (SMILES)   CCNC=O
F_max   0.084 hartree/bohr
2S+1   1

Atoms and positions in Å:
C (-1.42304, 0.65077, 0.60683)
C (-0.50345, -0.55849, 0.45700)
N (0.60959, -0.30682, -0.45846)
C (1.84633, -0.09334, -0.06644)
O (2.17078, -0.16772, 1.21522)
H (-2.24755, 0.42833, 1.29553)
H (-1.85786, 0.93889, -0.35827)
H (-0.86596, 1.50655, 1.00198)
H (-1.05859, -1.43139, 0.09274)
H (-0.05574, -0.82407, 1.41844)
H (0.40774, -0.18496, -1.44271)
H (2.98714, 0.05540, 0.13218)

These are the Löwdin partial charges, in e, on atoms 1 to 5: -0.089 -0.236 0.007 -0.296 -0.119